Formula: C2H7NOSi
Source: OMol25
Level of theory: ωB97M-V/def2-TZVPD

Its frontier orbital gap (alpha / beta) is 9.23 / 7.79 eV. The LUMO energy (alpha / beta) comes out at -1.159 / -2.295 eV. For the energy above the lowest of the compared OMol25 structures with the same formula, charge and spin, the calculation gives 110.69 kcal per mole. As for the charge: 0. The molar mass is 89.2 g mol⁻¹. The HOMO energy (alpha / beta) comes out at -10.392 / -10.085 eV.

Positions of all 12 atoms, in Å:
1 C 2.59933 -0.53166 0.02202
2 C -1.53675 0.11402 0.40273
3 N 1.29056 -0.44304 -0.07030
4 O 3.26798 0.37251 0.48352
5 Si 0.14955 0.84748 -0.05270
6 H 3.03779 -1.48920 -0.29656
7 H -2.26988 0.90917 0.50790
8 H -1.90328 -0.56834 -0.35847
9 H -1.50342 -0.42061 1.34565
10 H 0.60764 -1.96726 -1.52336
11 H 0.55710 1.79214 0.99144
12 H 0.10249 1.46805 -1.38230